74
Properties=species:S:1:pos:R:3:forces:R:3 method="wB97M-V/def2-TZVPD" total_charge=+2 de_lowest_kcal_mol=28.4 homo_energy_ev="-12.2 / -12.2" fmax_ev_per_a=8.74 homo_lumo_gap_ha="0.15995 / 0.15989"
P -0.619811 -0.932879 -4.330298 -0.2533 -0.3580 -2.0765
P -0.737144 2.825726 -3.404920 2.3203 2.4315 -5.0299
C -0.761187 0.680495 -5.237967 -0.3275 -0.3056 -0.4092
C 0.153853 1.737873 -4.629413 -0.0858 -0.0996 0.3123
H -1.830248 0.925867 -5.228682 0.0283 0.3133 -0.0508
H -0.477983 0.500575 -6.286039 -0.2608 0.3181 0.3477
H 1.015146 1.277584 -4.108926 -0.2364 0.1858 -0.2287
H 0.544980 2.404896 -5.409159 -0.0887 0.0487 0.2580
C -1.884529 3.651435 -4.567603 -0.3896 0.0406 -0.0175
H -2.573499 4.317577 -4.043188 0.0854 0.0498 -0.1089
H -2.481692 2.920777 -5.122672 0.0804 0.1747 0.0699
H -1.276263 4.232123 -5.270197 -0.2327 -0.1130 0.0711
C 0.537327 4.117970 -3.263679 0.3273 0.2339 0.5670
H 0.656121 4.615056 -4.237920 -0.1390 -0.2909 0.2649
H 1.496781 3.662170 -2.983310 -0.2626 0.1378 0.0561
H 0.261697 4.864089 -2.519324 0.0988 0.0486 -0.1622
C -2.211368 -1.817627 -4.309771 -0.4743 0.3379 -0.1548
H -2.060422 -2.779294 -3.805883 -0.1422 0.1754 -0.0411
H -2.534007 -1.992891 -5.344333 -0.1550 -0.0696 0.4377
H -2.960386 -1.230278 -3.769510 -0.0359 -0.2700 -0.0047
C -0.092575 -1.776089 -5.952008 0.5074 -0.0687 -0.0543
H 0.720293 -1.206425 -6.423496 -0.1780 -0.1890 0.1105
H -0.940021 -1.798091 -6.653163 0.1999 0.2397 0.2896
H 0.259194 -2.809009 -5.834506 -0.2335 0.2893 -0.0335
Zr -1.847930 1.468207 -1.777019 2.3662 -4.5003 7.1094
C 3.669247 -0.244582 -2.174740 0.2000 0.4638 -0.1763
C 2.436452 0.115874 -1.865203 -1.3547 0.6690 0.2398
C 1.160911 -0.681899 -1.580287 -0.0767 0.2894 0.4314
C 0.996054 -2.150021 -2.004198 -0.3153 -0.2442 -0.2130
C 1.012591 -2.254603 -3.515682 2.1065 -1.2232 0.7497
C 2.273659 -2.087608 -4.111964 -2.1283 -0.6981 -0.0272
C 3.560338 -2.395819 -3.473231 2.1450 0.9431 0.2206
C 4.125892 -1.654007 -2.212918 -0.3321 -0.3658 0.2893
C -3.494599 0.181062 -1.032361 -0.3583 0.2830 -0.4226
H 4.380549 0.527492 -2.493974 -0.2675 -0.2051 0.3409
H 2.191239 1.194435 -1.856858 0.3503 -0.4060 -0.0574
H 0.396001 -0.129857 -2.183513 0.3066 -0.2731 0.3800
H 0.803825 -0.562658 -0.539746 0.5792 -0.0407 -0.2546
H 1.750193 -2.821673 -1.578941 -0.0756 0.1840 0.1281
H 0.020490 -2.532026 -1.661095 0.2835 0.2732 0.1591
H 0.404674 -3.103083 -3.921596 0.0393 1.2773 -0.0282
H 2.346630 -1.963784 -5.194039 -0.1809 -0.4489 0.2207
H 4.295762 -2.160676 -4.265198 -0.1008 -0.5129 0.3844
H 3.642942 -3.468415 -3.234300 -0.3007 0.1076 -0.3725
H 3.872625 -2.147560 -1.250878 0.0025 0.1064 -0.6929
H 5.211794 -1.666626 -2.286412 -0.0166 -0.2016 0.0203
H -3.126819 -0.289110 -0.100916 0.1367 0.2345 -0.2775
H -3.882686 -0.622772 -1.664515 -0.1828 0.1512 0.0031
H -4.334190 0.836393 -0.733151 -0.0125 -0.3511 -0.0650
C -2.652835 3.651552 -1.016257 -0.8438 -0.1171 -1.0307
Si -1.265879 3.357533 0.291471 1.7025 0.5952 2.3639
C 0.154155 4.573673 0.282945 -0.2099 0.3910 -0.7969
C -1.992541 3.715556 1.976369 -0.8010 -0.1759 -0.1626
N -0.668332 1.734463 0.026558 -2.1034 -0.1392 -2.9651
C 0.041156 1.198144 1.144565 0.9516 -0.4622 1.0151
C 1.457996 1.316887 1.253953 -1.1638 -0.1341 0.3656
C 2.115366 0.776220 2.368402 0.1806 -0.1197 -0.2106
C 1.389388 0.150370 3.387410 -0.3913 0.2767 -0.0411
C -0.016291 0.127905 3.336533 0.2514 -0.2726 -0.1636
C -0.684546 0.616879 2.210873 0.6196 0.4044 -0.2326
H -3.436833 4.024944 -0.335042 0.0183 -0.3498 -0.3441
H -3.220574 2.851881 -1.669700 -0.3901 2.1056 0.9205
H -2.397372 4.498142 -1.667796 -0.1579 -0.2917 -0.0296
H -0.260646 5.565859 0.522785 0.2671 -0.1777 -0.1394
H 0.903365 4.340373 1.058414 -0.4563 -0.1769 -0.1969
H 0.667977 4.625635 -0.680841 0.1265 0.1233 0.3485
H -3.042716 3.396233 2.004460 0.1244 0.0367 0.3358
H -1.456309 3.237839 2.809036 -0.0542 0.0261 -0.4094
H -1.967466 4.803235 2.158346 -0.0417 -0.3553 -0.1641
H 1.994835 1.880983 0.502095 0.0947 -0.2206 -0.0869
H 3.221496 0.823284 2.430395 -0.8985 0.0597 -0.0476
H 1.906904 -0.270438 4.252157 -0.1675 0.1543 -0.3137
H -0.591822 -0.306602 4.168744 0.3409 0.2686 -0.5094
H -1.768277 0.647638 2.172826 0.0362 -0.2213 -0.0075